[1]
{
  "formula": "C21H29BrFeN9OS3",
  "method": "the ωB97M-V functional and the def2-TZVPD basis",
  "e_above_lowest_kcal_mol": 0.18,
  "total_charge": -1,
  "e_homo_ev": -4.293,
  "e_tot_ha": -6418.0286,
  "species": ["Br", "Fe", "S", "S", "S", "O", "N", "N", "N", "N", "N", "N", "N", "N", "N", "C", "C", "C", "C", "C", "C", "C", "C", "C", "C", "C", "C", "C", "C", "C", "C", "C", "C", "C", "C", "C", "H", "H", "H", "H", "H", "H", "H", "H", "H", "H", "H", "H", "H", "H", "H", "H", "H", "H", "H", "H", "H", "H", "H", "H", "H", "H", "H", "H", "H"],
  "coordinates": [[3.799643, -1.355603, -6.052274], [-0.029381, -0.148727, -0.608053], [1.788203, 0.738697, 0.656690], [0.774805, -1.944321, 0.741847], [-1.942756, -1.193246, -1.551164], [-0.611098, 1.568688, -1.568359], [4.000250, 0.790200, 3.740341], [-0.284795, -3.208502, -1.932608], [2.414081, -3.284182, 3.840813], [-1.867093, 1.696781, 1.082479], [-2.525632, -3.679989, -2.272770], [-1.232973, 0.509757, 1.006125], [-2.232479, 1.934518, 2.287755], [-0.625705, 3.826672, -1.713829], [-1.837403, 0.886548, 3.023905], [2.463400, -1.039715, -2.122816], [-1.534217, -2.780945, -1.941062], [0.542989, 0.722076, 4.827702], [3.362295, -0.016968, 3.215559], [2.733559, -1.027584, -4.496312], [1.449882, -0.535890, -4.642390], [-0.738917, 1.467793, 5.181010], [0.686888, -0.312467, -3.500063], [1.145393, -0.555207, -2.192610], [-0.597944, 2.960379, 4.897989], [0.157214, -4.583569, -1.844549], [2.483738, -2.272075, 3.288337], [1.820500, -0.775587, 1.456840], [-1.462603, 3.848546, -2.893169], [-0.194946, 5.089618, -1.163882], [-1.227598, 0.014999, 2.220436], [2.569213, -1.027612, 2.608947], [-0.271677, 2.665735, -1.142530], [-2.364607, -4.525578, -3.455955], [-1.958465, 0.869459, 4.473955], [3.255653, -1.282140, -3.242204], [1.051520, -0.334827, -5.629942], [-3.422657, -3.222970, -2.222091], [1.073665, -4.595850, -1.257846], [-3.348771, -4.711674, -3.881751], [0.452753, -0.354604, 4.990895], [-2.093676, -0.171833, 4.767542], [-0.380117, 3.134593, 3.843083], [1.378088, 1.081676, 5.428910], [-0.322741, 0.063156, -3.640699], [-0.943517, 1.333607, 6.249528], [-1.919294, -5.489045, -3.210751], [0.420265, 4.912868, -0.283713], [-1.055641, 5.696785, -0.871908], [2.899078, -1.244396, -1.150278], [-0.783163, -0.923861, 2.508438], [-2.371688, 4.422998, -2.699303], [0.361879, -5.020424, -2.824285], [-2.865454, 1.422465, 4.716483], [-1.745957, -4.038921, -4.214163], [4.265134, -1.660067, -3.136373], [-1.508098, 3.509403, 5.149463], [0.359131, 2.769500, -0.252983], [0.399736, -2.474789, -1.747707], [0.821307, 0.884872, 3.783805], [-0.593577, -5.185437, -1.331443], [0.394147, 5.649737, -1.894617], [-0.929412, 4.305144, -3.730691], [-1.728085, 2.826985, -3.149487], [0.227728, 3.374353, 5.477752]],
  "forces_ev_per_angstrom": [[0.00, 0.00, 0.00], [0.06, -0.07, -0.03], [0.03, 0.06, 0.02], [-0.03, 0.00, -0.03], [-0.09, 0.01, 0.07], [0.01, 0.03, -0.02], [-0.02, 0.02, 0.00], [0.02, 0.01, -0.08], [-0.03, 0.04, 0.07], [-0.04, -0.02, 0.00], [0.05, 0.12, -0.09], [0.00, 0.01, 0.00], [0.03, 0.01, 0.02], [0.01, 0.00, -0.01], [-0.01, -0.01, 0.01], [-0.04, -0.04, -0.01], [-0.05, -0.14, 0.02], [0.00, 0.01, 0.02], [0.06, -0.04, -0.02], [0.01, 0.00, 0.00], [-0.02, 0.02, 0.00], [0.00, 0.01, 0.01], [0.00, 0.00, -0.02], [0.01, 0.05, 0.02], [0.00, -0.01, 0.00], [0.02, -0.03, 0.03], [0.05, -0.08, -0.11], [-0.03, 0.01, 0.03], [0.00, 0.00, 0.01], [0.00, 0.00, 0.00], [-0.01, 0.01, -0.02], [-0.02, 0.04, 0.05], [0.02, -0.01, 0.01], [-0.01, -0.04, 0.04], [-0.01, 0.00, -0.01], [0.01, -0.01, -0.01], [0.00, 0.00, 0.01], [0.00, -0.01, 0.02], [-0.01, 0.00, 0.02], [0.00, 0.01, 0.01], [0.00, -0.01, 0.00], [0.00, 0.00, 0.00], [0.00, 0.00, 0.00], [0.00, 0.00, -0.01], [0.01, 0.00, 0.00], [0.00, 0.00, 0.00], [-0.01, 0.01, -0.01], [0.00, 0.00, 0.00], [0.00, 0.00, 0.00], [0.00, 0.00, 0.01], [0.01, 0.00, 0.01], [0.00, 0.00, 0.00], [0.00, 0.01, -0.01], [0.00, 0.00, 0.00], [0.00, 0.00, 0.01], [0.00, 0.00, 0.00], [0.00, 0.00, 0.00], [0.00, 0.01, -0.01], [0.02, 0.01, 0.02], [-0.01, 0.00, 0.00], [0.02, 0.01, 0.01], [0.00, 0.00, 0.00], [0.00, 0.00, 0.00], [0.00, 0.00, 0.00], [0.00, 0.00, 0.00]]
}



[2]
{
  "formula": "C21H29Cl4NO7",
  "method": "the ωB97M-V functional and the def2-TZVPD basis",
  "smiles": "C[C@@H](Cl)[C@H](Cl)C1=C(ON=O)C(=O)C([C@H](Cl)[C@@H](C)Cl)=CC1=O.CC(C)=O.CC(C)=O.CC(C)=O",
  "e_homo_ev": -9.269,
  "e_tot_ha": -3239.6529,
  "species": ["Cl", "Cl", "Cl", "Cl", "O", "O", "O", "O", "O", "O", "O", "N", "C", "C", "C", "C", "C", "C", "C", "C", "C", "C", "C", "C", "C", "C", "C", "C", "C", "C", "C", "C", "C", "H", "H", "H", "H", "H", "H", "H", "H", "H", "H", "H", "H", "H", "H", "H", "H", "H", "H", "H", "H", "H", "H", "H", "H", "H", "H", "H", "H", "H"],
  "coordinates": [[3.306543, -0.874471, 2.426822], [-1.327403, 5.353591, -0.968318], [0.311142, -1.293558, 2.990618], [1.602633, 5.001777, 1.184747], [-1.600519, 1.663929, 4.003739], [0.977655, 0.968262, 0.151051], [-3.424946, -4.984653, -2.521419], [4.524369, -0.924749, -2.187901], [-0.388300, -0.718033, -0.228387], [-1.356621, 2.440043, -0.635627], [-0.398470, -4.168799, 2.118646], [0.731672, -0.472017, -0.126806], [0.111163, 1.582515, 1.011961], [0.026552, 6.775655, 2.507533], [-1.051400, 3.807174, 1.315815], [3.091111, 1.293879, 4.014957], [-3.626807, -4.070052, -3.286004], [-1.501774, -3.977441, 0.021996], [4.240367, -1.028064, -4.546225], [-1.142071, 5.231058, 0.811995], [2.501296, 0.042319, -2.981575], [-0.815936, 2.616372, 0.420895], [0.043912, 1.336848, 2.320271], [-0.870688, -4.735566, 1.160585], [-0.980383, 2.133199, 3.084676], [-0.859983, -6.241471, 1.049757], [0.134899, 6.044443, 1.181354], [-3.736308, -4.294555, -4.774915], [-1.165047, 3.541677, 2.614854], [2.425694, 0.636025, 2.806486], [0.902406, 0.383803, 3.105109], [3.827436, -0.664538, -3.138622], [-3.779966, -2.648636, -2.799393], [-0.311108, -6.546191, 0.157367], [3.333862, 0.570768, 4.788354], [3.501217, -1.695218, -4.992861], [-2.967065, -3.723197, -5.296959], [-3.012179, -2.014714, -3.246168], [5.206104, -1.527437, -4.523801], [0.762798, 0.639750, 4.153215], [-2.000028, 5.741114, 1.242354], [-4.760309, -2.260888, -3.080583], [4.315047, -0.127960, -5.158645], [-0.976221, -4.193946, -0.909237], [-4.715281, -3.969657, -5.130650], [2.538202, 1.298217, 1.955015], [-3.680982, -2.618536, -1.716912], [0.294760, 6.763324, 0.384388], [2.324413, 0.248649, -1.931969], [-0.272452, 6.129049, 3.331531], [2.416497, 2.063051, 4.403676], [2.515187, 0.984566, -3.532166], [-1.446448, -2.910607, 0.227163], [-2.544777, -4.273185, -0.092981], [-0.382060, -6.667910, 1.928783], [1.005133, 7.179286, 2.764476], [-1.377552, 4.293840, 3.362613], [-0.682458, 7.601317, 2.434111], [-1.881759, -6.616784, 0.975549], [-3.608251, -5.351966, -4.993940], [1.695363, -0.584459, -3.368287], [3.987481, 1.816481, 3.682987]],
  "forces_ev_per_angstrom": [[0.06, 0.25, -0.20], [-0.19, -0.02, 0.10], [0.00, 0.09, -0.21], [-0.07, 0.00, -0.14], [0.17, 0.10, 0.33], [-0.02, 0.45, 0.61], [-0.03, 0.01, -0.02], [0.00, 0.01, -0.02], [0.63, 0.11, 0.38], [0.11, -0.01, -0.13], [-0.01, -0.03, 0.03], [-0.85, -0.58, -0.68], [0.06, 0.17, -0.24], [0.24, -0.04, 0.12], [-0.37, 0.25, 0.09], [-0.21, 0.42, -0.48], [0.01, 0.00, 0.01], [0.04, 0.22, 0.19], [0.15, -0.07, 0.10], [0.71, 0.02, -0.33], [0.12, -0.02, 0.12], [0.23, 0.00, 0.10], [-0.01, -0.07, 0.18], [0.02, -0.01, 0.02], [0.10, 0.06, -0.34], [0.10, 0.02, 0.18], [-0.31, 0.00, 0.20], [0.04, -0.18, 0.06], [-0.04, -0.30, -0.12], [-0.03, -0.43, 0.51], [0.17, 0.23, 0.20], [0.00, -0.01, 0.01], [0.03, -0.11, 0.17], [-0.10, -0.02, -0.06], [-0.07, 0.00, 0.07], [-0.04, 0.08, -0.06], [-0.08, 0.08, -0.03], [-0.07, 0.05, -0.07], [-0.01, 0.00, 0.01], [-0.11, -0.11, 0.01], [-0.05, -0.04, 0.02], [0.04, 0.06, -0.09], [-0.10, -0.02, -0.05], [-0.11, -0.09, -0.05], [0.04, 0.10, -0.04], [-0.09, -0.20, -0.18], [0.00, 0.00, 0.00], [0.08, 0.00, 0.00], [0.05, 0.03, 0.03], [-0.01, -0.07, -0.07], [0.05, -0.05, 0.14], [-0.09, -0.05, -0.10], [0.00, -0.05, 0.01], [0.04, -0.11, -0.15], [0.00, 0.01, 0.00], [-0.06, 0.11, -0.01], [-0.24, -0.07, 0.02], [-0.06, -0.05, -0.05], [0.01, -0.01, -0.12], [0.00, 0.00, 0.01], [-0.01, 0.08, -0.11], [0.16, -0.19, 0.15]]
}



[3]
{
  "formula": "C21H29FN2O4",
  "method": "the ωB97M-V functional and the def2-TZVPD basis",
  "smiles": "COCCOC1CCN(C(=O)[C@H]2CCC(=O)N(Cc3cccc(F)c3)C2)CC1",
  "e_above_lowest_kcal_mol": 4.47,
  "e_homo_ev": -9.023,
  "e_tot_ha": -1327.9654,
  "species": ["F", "O", "O", "O", "O", "N", "N", "C", "C", "C", "C", "C", "C", "C", "C", "C", "C", "C", "C", "C", "C", "C", "C", "C", "C", "C", "C", "C", "H", "H", "H", "H", "H", "H", "H", "H", "H", "H", "H", "H", "H", "H", "H", "H", "H", "H", "H", "H", "H", "H", "H", "H", "H", "H", "H", "H", "H"],
  "coordinates": [[7.693920, 2.357599, 0.393571], [-4.966564, 0.939812, -0.457979], [-6.967112, -1.521285, -0.284592], [3.186344, -3.421653, 0.240719], [0.797331, 1.666414, -1.154887], [3.152374, -1.180304, 0.545384], [-0.907632, 1.554280, 0.297637], [-6.253983, -1.701099, -1.487448], [2.652491, -2.342808, 0.070991], [1.011992, 0.037589, 0.594988], [5.489928, -0.506374, 0.393501], [-1.664537, 1.004774, 1.396493], [-6.246186, -0.836191, 0.706194], [0.299695, 1.157437, -0.168036], [5.821953, -1.066598, -0.835358], [2.503644, 0.065170, 0.220432], [-3.800018, 1.460187, 0.142234], [6.774646, -0.475688, -1.644582], [7.077897, 1.228035, -0.017039], [4.423242, -1.150737, 1.239069], [0.390437, -1.328694, 0.232271], [7.415711, 0.684083, -1.241173], [-1.630528, 2.589629, -0.417292], [-2.984977, 0.405004, 0.903141], [-6.056538, 0.661815, 0.397997], [6.123585, 0.656604, 0.804665], [1.333229, -2.150480, -0.646639], [-2.937656, 2.040283, -0.979782], [-4.078208, 2.266096, 0.844509], [0.905236, -3.129661, -0.861679], [8.162663, 1.161947, -1.854550], [0.925845, 0.217347, 1.669043], [7.024876, -0.919770, -2.595834], [-3.548500, 0.033682, 1.760643], [4.308892, -0.616629, 2.187950], [-5.353162, -2.304863, -1.319024], [1.509046, -1.631343, -1.591143], [0.181637, -1.896604, 1.141642], [-1.095362, 0.240388, 1.920153], [-2.785486, -0.430829, 0.230065], [-2.730251, 1.249569, -1.701614], [3.004661, 0.871622, 0.758088], [-5.952897, 1.216777, 1.337965], [-5.267921, -1.313706, 0.861052], [4.682373, -2.194806, 1.441378], [-0.553550, -1.186391, -0.296909], [5.892609, 1.118722, 1.752501], [-6.957459, 1.013118, -0.117355], [-0.985366, 2.946984, -1.220701], [-6.923518, -2.230199, -2.162316], [-5.961071, -0.744880, -1.929236], [-1.884430, 1.816999, 2.102322], [5.328293, -1.974347, -1.148119], [-1.837484, 3.415283, 0.273330], [2.587277, 0.286336, -0.850799], [-6.844321, -0.937268, 1.615488], [-3.487118, 2.829597, -1.491337]],
  "forces_ev_per_angstrom": [[-0.05, -0.08, -0.04], [0.09, -0.02, -0.17], [-0.16, -0.05, 0.03], [0.13, -0.41, -0.06], [0.21, 0.04, -0.34], [0.15, 0.04, 0.42], [-0.31, 0.30, 0.02], [-0.01, 0.01, -0.08], [-0.30, -0.01, -0.17], [0.17, 0.19, -0.17], [0.11, 0.11, -0.02], [-0.15, -0.31, 0.15], [0.04, 0.39, -0.03], [0.25, -0.21, 0.42], [-0.03, -0.05, 0.01], [-0.34, 0.38, -0.32], [0.34, -0.05, -0.13], [-0.06, -0.04, 0.05], [0.01, -0.09, -0.12], [0.08, -0.25, 0.06], [-0.03, -0.02, -0.03], [0.06, 0.22, 0.18], [-0.02, 0.09, -0.43], [-0.15, 0.31, 0.01], [-0.13, -0.38, 0.14], [0.10, 0.02, -0.04], [-0.06, -0.19, 0.09], [-0.19, 0.06, 0.41], [0.03, -0.05, -0.07], [0.13, 0.05, -0.01], [0.08, 0.07, -0.04], [-0.02, -0.03, -0.07], [0.03, -0.04, -0.09], [-0.02, -0.06, 0.03], [0.03, -0.04, -0.05], [0.01, 0.03, -0.03], [0.00, 0.00, -0.06], [-0.07, 0.01, -0.03], [0.02, 0.08, 0.03], [-0.02, -0.06, -0.01], [0.03, -0.04, -0.06], [0.02, -0.04, -0.08], [-0.01, 0.01, 0.00], [-0.04, 0.05, 0.06], [-0.03, 0.20, 0.07], [-0.05, -0.05, 0.08], [-0.03, 0.07, 0.11], [0.04, -0.02, 0.14], [-0.12, 0.04, 0.18], [0.07, -0.01, -0.05], [0.01, -0.08, -0.05], [0.07, -0.10, 0.05], [-0.07, -0.12, -0.05], [0.03, 0.01, -0.02], [0.04, 0.06, 0.23], [0.10, 0.04, 0.01], [-0.04, 0.02, -0.04]]
}